This record from OMol25 describes 3 unconnected molecules or ions with the total composition C4H13NO3. The level of theory is ωB97M-V/def2-TZVPD.

As for the energy: -11989.617 eV. The value obtained for the energy above the lowest of the compared OMol25 structures with the same formula, charge and spin is 275.4 kJ/mol. As for the HOMO energy: -9.06 eV. The SMILES is CC(=O)N(C)C.O.O. The HOMO-LUMO gap comes out at 9.63 eV. As for the max |F|: 6.0 eV Å⁻¹.

Atoms and positions in Å:
C1 1.7655 1.1491 0.2637
C2 1.6497 -0.4327 -0.0399
O1 1.9971 -1.2953 0.7518
N1 0.8883 -0.7645 -1.2078
C3 0.8728 -2.2090 -1.4965
C4 -0.1283 0.1393 -1.9689
H1 2.6155 1.3218 1.0157
H2 1.6208 1.6398 -0.6462
H3 1.0253 1.6796 0.9585
H4 1.3111 -2.3447 -2.4519
H5 -0.1092 -2.5926 -1.4572
H6 1.5728 -2.7266 -0.8755
H7 -1.2044 -0.1141 -1.6376
H8 -0.0513 1.1879 -1.8142
H9 -0.0030 0.0006 -3.1572
O2 -2.5825 0.9842 0.9098
H10 -3.4739 1.0671 0.9130
H11 -2.1788 0.3570 1.5918
O3 -2.1438 0.7457 3.5829
H12 -2.1549 1.3182 2.8547
H13 -1.2886 0.8892 3.9111

---

This record from OMol25 describes 2 unconnected molecules or ions with the total composition C4H13NOP. The level of theory is ωB97M-V/def2-TZVPD.

As for the energy: -17179.331 eV. The value obtained for the energy above the lowest of the compared OMol25 structures with the same formula, charge and spin is 0.0 kJ/mol. Its charge is +1. As for the HOMO energy: -13.39 eV. The HOMO-LUMO gap comes out at 10.40 eV. As for the max |F|: 0.4 eV Å⁻¹.

Atoms and positions in Å:
C1 -2.7754 -0.5437 0.3362
P1 -1.0758 -0.8077 0.8167
C2 -1.0248 -1.2716 2.5584
H1 -3.2730 -1.5117 0.3970
H2 -3.2142 0.0971 1.1010
H3 -2.8555 -0.1079 -0.6545
H4 -0.3465 0.3563 0.6361
H5 -0.5168 -1.8425 0.0813
H6 -0.6149 -2.2722 2.6631
H7 -0.4397 -0.5403 3.1091
H8 -2.0416 -1.2748 2.9482
O1 0.4851 0.1260 -1.6556
C3 1.4600 0.8732 -1.6450
N1 1.4147 2.0948 -2.2089
C4 2.7726 0.4705 -1.0198
H9 2.2048 2.7131 -2.2273
H10 0.5609 2.3830 -2.6574
H11 3.1306 -0.4319 -1.5118
H12 2.6158 0.2473 0.0352
H13 3.5339 1.2431 -1.1020

---

This record from OMol25 describes 2 unconnected molecules or ions with the total composition C4H13NOS. The level of theory is ωB97M-V/def2-TZVPD.

As for the energy: -18729.322 eV. The value obtained for the energy above the lowest of the compared OMol25 structures with the same formula, charge and spin is 259.4 kJ/mol. As for the HOMO energy: -8.70 eV. The SMILES is CN[C@@H](C)CS.O. The HOMO-LUMO gap comes out at 9.34 eV. As for the max |F|: 4.2 eV Å⁻¹.

Atoms and positions in Å:
C1 0.0104 1.7436 1.2612
N1 0.2400 0.4539 0.6029
C2 0.1823 0.3691 -0.8160
C3 1.5788 -0.2425 -1.1725
C4 -0.9942 -0.2078 -1.6964
S1 -2.4463 -0.6735 -0.6128
H1 -0.7997 2.3458 0.8771
H2 0.9294 2.2765 1.1497
H3 0.0633 1.4222 2.2858
H4 -0.4596 -0.2455 0.9798
H5 0.0169 1.4805 -1.0862
H6 2.0552 0.4243 -1.9413
H7 1.5635 -1.3552 -1.2994
H8 2.3550 0.0506 -0.4278
H9 -0.4189 -1.0058 -2.2108
H10 -1.3733 0.7190 -2.2946
H11 -1.8394 -1.7721 0.0956
O1 3.1635 -0.6574 2.3238
H12 2.3510 -0.1852 2.3515
H13 3.0461 -1.2711 3.0572

---

This record from OMol25 describes 2 unconnected molecules or ions with the total composition C4H13NOS. The level of theory is ωB97M-V/def2-TZVPD.

As for the energy: -18731.305 eV. The value obtained for the energy above the lowest of the compared OMol25 structures with the same formula, charge and spin is 68.1 kJ/mol. As for the HOMO energy: -9.10 eV. The SMILES is C[C@H](N)CCS.O. The HOMO-LUMO gap comes out at 9.57 eV. As for the max |F|: 1.4 eV Å⁻¹.

Atoms and positions in Å:
C1 -0.1001 2.6153 0.9226
C2 0.3284 1.2615 0.3627
N1 1.1354 0.5374 1.3997
C3 1.1075 1.4124 -0.9190
C4 1.7795 0.1444 -1.4186
S1 0.7202 -0.8312 -2.5814
H1 0.2906 2.7993 1.9290
H2 0.3560 3.4442 0.3756
H3 -1.1750 2.7179 0.9764
H4 -0.5834 0.6881 0.1913
H5 1.0987 -0.4498 1.1982
H6 0.6175 0.6504 2.2667
H7 1.8430 2.1876 -0.7272
H8 0.3638 1.7843 -1.6202
H9 1.9926 -0.5503 -0.6100
H10 2.6385 0.3882 -2.0404
H11 0.0221 -1.5053 -1.6712
O1 -4.2213 -6.0069 0.9554
H12 -3.8669 -5.1143 1.0015
H13 -4.3472 -6.1734 0.0091

---

This record from OMol25 describes 2 unconnected molecules or ions with the total composition C4H13NOS. The level of theory is ωB97M-V/def2-TZVPD.

As for the energy: -18731.130 eV. The value obtained for the energy above the lowest of the compared OMol25 structures with the same formula, charge and spin is 85.0 kJ/mol. As for the HOMO energy: -8.69 eV. The SMILES is CNCCCS.O. The HOMO-LUMO gap comes out at 9.58 eV. As for the max |F|: 1.1 eV Å⁻¹.

Atoms and positions in Å:
C1 2.1439 0.2129 0.1301
N1 1.3127 -0.7360 -0.5499
C2 -0.1084 -0.7686 -0.2852
C3 -0.9988 0.0016 -1.2614
C4 -0.9742 1.5088 -1.0396
S1 -1.5056 2.1135 0.5911
H1 2.0096 1.2908 -0.0468
H2 3.2062 0.0409 -0.0739
H3 2.0624 0.0229 1.1920
H4 1.4592 -0.8573 -1.5415
H5 -0.2659 -0.3927 0.7275
H6 -0.5053 -1.7749 -0.2018
H7 -1.9856 -0.4240 -1.1342
H8 -0.6919 -0.1638 -2.2987
H9 -1.5759 2.0185 -1.7838
H10 0.0441 1.8743 -1.1446
H11 -2.5882 1.3706 0.8625
O1 1.2899 -3.7418 1.5983
H12 1.9508 -4.4362 1.5355
H13 1.2607 -3.3127 0.7432

---

This record from OMol25 describes 2 unconnected molecules or ions with the total composition C4H13NOS. The level of theory is ωB97M-V/def2-TZVPD.

As for the energy: -18730.143 eV. The value obtained for the energy above the lowest of the compared OMol25 structures with the same formula, charge and spin is 180.2 kJ/mol. As for the HOMO energy: -8.87 eV. The SMILES is CN[C@@H](C)CS.O. The HOMO-LUMO gap comes out at 9.51 eV. As for the max |F|: 3.9 eV Å⁻¹.

Atoms and positions in Å:
C1 0.8282 -0.2178 -1.4047
N1 -0.4782 0.1870 -1.2003
C2 -1.0737 -0.6803 -0.1966
C3 -0.3586 -0.6724 1.1619
C4 -2.5437 -0.4123 -0.1996
S1 -3.3874 -1.0887 1.1642
H1 1.6200 0.2390 -0.6734
H2 1.1850 0.0797 -2.4168
H3 0.7617 -1.2785 -1.3131
H4 -0.5570 1.1763 -0.9945
H5 -1.0428 -1.7583 -0.5060
H6 -0.8371 -1.3157 1.8667
H7 -0.1350 0.3379 1.5650
H8 0.7125 -0.8980 1.1151
H9 -2.9790 -0.8459 -1.0927
H10 -2.6523 0.7181 -0.2555
H11 -4.4102 -0.1523 1.3825
O1 5.3212 2.0700 0.3669
H12 5.2749 1.5729 1.1643
H13 4.7516 2.9393 0.4668

---

This record from OMol25 describes 2 unconnected molecules or ions with the total composition C4H13NOS. The level of theory is ωB97M-V/def2-TZVPD.

As for the energy: -18731.165 eV. The value obtained for the energy above the lowest of the compared OMol25 structures with the same formula, charge and spin is 81.6 kJ/mol. As for the HOMO energy: -8.80 eV. The SMILES is CCNCCS.O. The HOMO-LUMO gap comes out at 9.53 eV. As for the max |F|: 1.6 eV Å⁻¹.

Atoms and positions in Å:
C1 2.2302 -1.1335 -1.1474
C2 1.3959 -0.7028 0.0558
N1 1.1823 0.7406 0.0364
C3 0.8173 1.3231 1.3078
C4 -0.5220 0.8783 1.8011
S1 -1.9948 1.3226 0.7886
H1 1.8912 -0.5359 -1.9988
H2 3.2940 -0.8944 -1.0820
H3 2.1233 -2.1910 -1.3517
H4 1.7969 -1.0390 1.0210
H5 0.4189 -1.1743 -0.1057
H6 1.9735 1.2083 -0.3861
H7 0.7829 2.4078 1.1428
H8 1.5233 1.0887 2.1267
H9 -0.5430 -0.2128 1.8503
H10 -0.7683 1.2759 2.7825
H11 -1.2350 2.0340 -0.0773
O1 -1.1777 -3.0445 -3.0025
H12 -1.3291 -3.4673 -2.1371
H13 -0.5331 -2.3085 -2.8719

---

This record from OMol25 describes a molecular structure, C4H13NOS. The level of theory is ωB97M-V/def2-TZVPD.

As for the energy: -18729.809 eV. The value obtained for the energy above the lowest of the compared OMol25 structures with the same formula, charge and spin is 212.5 kJ/mol. As for the HOMO energy: -8.37 eV. The HOMO-LUMO gap comes out at 8.94 eV. As for the max |F|: 2.3 eV Å⁻¹.

Atoms and positions in Å:
C1 0.0982 2.0938 0.7269
O1 -0.5493 1.0169 0.0619
C2 -0.2286 2.1494 2.1787
H1 -0.2632 3.0458 0.2710
H2 1.2041 2.0623 0.5934
H3 0.1994 3.1135 2.6356
H4 0.1140 1.2356 2.7437
H5 -1.3381 2.1863 2.3420
C3 -0.3000 -1.7348 -1.4566
C4 0.9757 -1.2924 -0.7867
S1 2.3238 -2.3185 -1.3409
N1 -1.4838 -1.0607 -0.9042
H6 -0.4302 -2.8385 -1.4184
H7 -0.2384 -1.4545 -2.5670
H8 0.9070 -1.4122 0.3005
H9 1.1149 -0.2086 -0.9424
H10 3.0792 -2.2575 -0.2495
H11 -2.1112 -0.6440 -1.5903
H12 -0.9969 -0.0082 -0.3063
H13 -2.0767 -1.6739 -0.2917

---

This record from OMol25 describes 2 unconnected molecules or ions with the total composition C4H13NOS2. The level of theory is ωB97M-V/def2-TZVPD.

As for the energy: -29564.443 eV. The value obtained for the energy above the lowest of the compared OMol25 structures with the same formula, charge and spin is 154.6 kJ/mol. Its charge is -1. As for the HOMO energy (alpha / beta): 0.54 / -3.21 eV. The HOMO-LUMO gap (alpha / beta) comes out at 2.52 / 6.22 eV. The expectation value of S² is 0.75. As for the max |F|: 3.8 eV Å⁻¹. As for the multiplicity: 2.

Atoms and positions in Å:
S1 -2.3556 -0.5337 2.4624
S2 -2.1999 1.4326 1.6315
C1 -1.1861 1.1779 0.2127
C2 0.2174 1.7006 0.0113
C3 1.2130 0.5382 0.3569
N1 1.1191 -0.6273 -0.5254
C4 1.0427 -0.4350 -1.9753
H1 -2.6267 -1.3994 1.5202
H2 -1.9709 1.6802 -0.4583
H3 -1.3741 0.1975 -0.1942
H4 0.6277 2.5337 0.5458
H5 0.2322 1.8794 -1.1011
H6 2.2557 0.8264 0.4228
H7 0.8846 0.1948 1.4416
H8 1.8952 -1.2835 -0.3869
H9 1.0313 0.6313 -2.2795
H10 0.1523 -0.9100 -2.3628
H11 2.0367 -0.6368 -2.4687
H12 -0.1541 -1.8297 0.4323
H13 -0.1352 -2.7643 1.6894
O1 -0.7055 -2.3730 1.0252

---

This record from OMol25 describes 2 unconnected molecules or ions with the total composition C4H13NOS2. The level of theory is ωB97M-V/def2-TZVPD.

As for the energy: -29566.741 eV. The value obtained for the energy above the lowest of the compared OMol25 structures with the same formula, charge and spin is 62.0 kJ/mol. As for the HOMO energy: -8.70 eV. The SMILES is CSSC[C@@H](C)N.O. The HOMO-LUMO gap comes out at 9.46 eV. As for the max |F|: 1.8 eV Å⁻¹.

Atoms and positions in Å:
C1 2.6898 1.7442 3.0660
S1 3.4240 1.3744 1.4636
S2 1.8531 1.0011 0.2317
C2 1.3530 -0.7369 0.4353
C3 -0.1191 -0.9024 0.0770
C4 -1.1291 0.0206 0.8048
N1 -0.2390 -0.8225 -1.4081
H1 2.1832 2.7127 3.0669
H2 1.9840 0.9874 3.3942
H3 3.4853 1.8472 3.8062
H4 2.0086 -1.3677 -0.1607
H5 1.5277 -1.0432 1.4388
H6 -0.3434 -1.9381 0.3409
H7 -0.6205 0.7265 1.4561
H8 -1.8195 -0.5856 1.3826
H9 -1.5901 0.6468 0.0594
H10 -0.9982 -1.3973 -1.6926
H11 -0.3905 0.1106 -1.6989
O1 -4.6786 -0.8632 -5.0670
H12 -4.1232 -1.4995 -5.5336
H13 -4.4573 -0.0150 -5.4625

---

This record from OMol25 describes 3 unconnected molecules or ions with the total composition C4H13NOS2. The level of theory is ωB97M-V/def2-TZVPD.

As for the energy: -29560.655 eV. The value obtained for the energy above the lowest of the compared OMol25 structures with the same formula, charge and spin is 649.1 kJ/mol. As for the HOMO energy: -8.14 eV. The HOMO-LUMO gap comes out at 3.45 eV. As for the max |F|: 4.3 eV Å⁻¹.

Atoms and positions in Å:
S1 2.8912 -1.5694 -0.5553
S2 -1.4399 -0.8288 1.0987
C1 -0.3572 -1.5605 -0.1457
C2 0.0351 -0.4514 -1.0496
C3 0.8162 0.6791 -0.4089
N1 0.0162 1.7163 0.3078
C4 0.7218 2.0075 1.6477
H1 3.9419 -2.4380 -0.8577
H2 0.4836 -1.9865 0.4482
H3 -0.7645 -2.3650 -0.7046
H4 0.6461 -0.6989 -1.9283
H5 -0.9010 0.1723 -1.3232
H6 1.5799 1.1336 -0.9815
H7 1.4084 0.2402 0.3803
H8 -0.8704 1.3064 0.5972
H9 0.8571 1.1144 2.2947
H10 1.7660 2.4798 1.4943
H11 0.2059 2.7698 2.2366
H12 -3.0695 -0.3714 -0.3370
H13 -4.4472 -0.5970 -1.0698
O1 -3.5197 -0.7524 -1.1439

---

This record from OMol25 describes 2 unconnected molecules or ions with the total composition C4H13NOS2. The level of theory is ωB97M-V/def2-TZVPD.

As for the energy: -29564.855 eV. The value obtained for the energy above the lowest of the compared OMol25 structures with the same formula, charge and spin is 243.9 kJ/mol. As for the HOMO energy: -8.19 eV. The SMILES is CN[C@H](C)CSS.O. The HOMO-LUMO gap comes out at 8.62 eV. As for the max |F|: 4.0 eV Å⁻¹.

Atoms and positions in Å:
C1 -1.1701 1.9556 -2.8965
N1 -1.1899 0.6906 -2.0724
C2 -0.5344 0.5744 -0.6299
C3 0.1032 1.8882 -0.2444
C4 0.2477 -0.7363 -0.5821
S1 -0.5613 -1.7370 0.7399
S2 -0.1619 -1.5361 2.6474
H1 -1.9262 1.6712 -3.6809
H2 -0.1789 2.0895 -3.4601
H3 -1.4367 2.8340 -2.3073
H4 -0.9807 -0.1489 -2.5756
H5 -1.5125 0.5044 -0.0551
H6 0.7709 2.3080 -1.1326
H7 0.7719 2.0006 0.6345
H8 -0.6815 2.5503 -0.1289
H9 0.0311 -1.4365 -1.3264
H10 1.2924 -0.5723 -0.5506
H11 -0.8238 -0.3173 2.9814
O1 3.1537 1.3864 -0.2465
H12 4.0040 1.6188 -0.6798
H13 3.4633 1.2519 0.6807